(1)
Below is 5 unconnected molecules or ions with the total composition C28H33NO3 in a non-equilibrium geometry, with properties calculated with ωB97M-V/def2-TZVPD.

Computed properties:
- charge = 0
- frontier orbital gap (eV) = 9.52
- energy above the lowest of the compared OMol25 structures with the same formula, charge and spin (kcal per mole) = 122.8

Each line ends with the natural charge from an NBO analysis.
Positions of all 65 atoms, in Å:
C1 -0.1409 -2.9603 2.5401  -0.647
C2 1.2709 -3.3039 3.2888  -0.442
C3 1.9320 -2.0910 4.1611  -0.114
O1 0.9939 -1.0827 4.6712  -0.238
O2 1.3037 0.0098 3.9812  -0.263
C4 1.3666 1.1863 4.8706  0.836
N1 1.5427 2.5511 4.1737  -0.854
O3 1.2847 1.1551 6.2147  -0.553
H1 -0.8855 -3.8607 2.7878  0.218
H2 0.0350 -3.0065 1.3710  0.219
H3 -0.6883 -1.9931 2.9039  0.235
H4 1.1693 -4.2806 3.9472  0.216
H5 2.0607 -3.5702 2.4342  0.211
H6 2.4320 -2.5981 5.1192  0.201
H7 2.8081 -1.5490 3.5723  0.209
H8 2.2587 2.3323 3.4178  0.379
H9 0.6370 2.6613 3.6357  0.388
C5 0.5801 -3.4953 -1.8430  -0.219
C6 0.8374 -2.1267 -1.7693  -0.235
C7 0.2402 -1.2541 -2.6785  -0.159
C8 -0.6229 -1.7497 -3.6563  -0.224
C9 -0.8831 -3.1179 -3.7275  -0.226
C10 -0.2786 -3.9916 -2.8241  -0.219
H10 1.0484 -4.1755 -1.1363  0.213
H11 1.5046 -1.7399 -1.0030  0.213
H12 0.4461 -0.1886 -2.6251  0.203
H13 -1.0923 -1.0692 -4.3619  0.218
H14 -1.5571 -3.5037 -4.4885  0.220
H15 -0.4772 -5.0581 -2.8834  0.217
C11 -4.1048 -5.1643 0.0376  -0.219
C12 -3.1609 -4.5088 -0.7524  -0.225
C13 -3.5412 -3.4188 -1.5347  -0.162
C14 -4.8647 -2.9777 -1.5194  -0.234
C15 -5.8078 -3.6309 -0.7265  -0.214
C16 -5.4295 -4.7268 0.0488  -0.216
H16 -3.8088 -6.0159 0.6446  0.211
H17 -2.1282 -4.8483 -0.7590  0.211
H18 -2.8069 -2.9124 -2.1553  0.211
H19 -5.1602 -2.1252 -2.1253  0.211
H20 -6.8389 -3.2861 -0.7134  0.212
H21 -6.1656 -5.2388 0.6621  0.212
C17 -2.6150 2.8817 -2.9875  -0.213
C18 -2.5433 3.8446 -3.9938  -0.212
C19 -1.3022 4.2613 -4.4741  -0.212
C20 -0.1319 3.7074 -3.9545  -0.216
C21 -0.2038 2.7418 -2.9508  -0.209
C22 -1.4447 2.3318 -2.4640  -0.222
H22 -3.5824 2.5596 -2.6111  0.215
H23 -3.4555 4.2711 -4.4034  0.214
H24 -1.2465 5.0165 -5.2534  0.214
H25 0.8353 4.0285 -4.3321  0.214
H26 0.7083 2.3090 -2.5471  0.210
H27 -1.5001 1.5835 -1.6783  0.216
C23 4.4820 3.9867 2.5173  -0.215
C24 3.3585 4.7883 2.7176  -0.230
C25 3.1429 5.9031 1.9079  -0.211
C26 4.0467 6.2109 0.8905  -0.210
C27 5.1682 5.4072 0.6879  -0.214
C28 5.3886 4.2977 1.5036  -0.216
H28 4.6515 3.1200 3.1507  0.208
H29 2.6507 4.5443 3.5059  0.230
H30 2.2710 6.5312 2.0685  0.215
H31 3.8762 7.0769 0.2563  0.214
H32 5.8715 5.6463 -0.1060  0.214
H33 6.2654 3.6749 1.3490  0.214

(2)
Below is a gas-phase ion, C4H10NO (charge -1) in a non-equilibrium geometry, with properties calculated with ωB97M-V/def2-TZVPD.

Computed properties:
- charge = -1
- frontier orbital gap (eV) = 6.55
- energy above the lowest of the compared OMol25 structures with the same formula, charge and spin (kcal per mole) = 28.5

Each line ends with the natural charge from an NBO analysis.
Positions of all 16 atoms, in Å:
C1 1.6110 0.0904 -0.9374  -0.042
O1 2.2873 1.2331 -1.1987  -0.950
C2 0.2546 0.4039 -0.3815  -0.057
C3 -0.6343 -0.8989 0.0907  -0.416
C4 -2.0673 -0.4715 0.6062  -0.626
N1 0.5286 1.3680 0.7914  -0.896
H1 1.3430 -0.6284 -1.8589  0.032
H2 2.2106 -0.6449 -0.3805  0.094
H3 -0.2942 1.0876 -1.0950  0.172
H4 -0.6567 -1.4380 -0.8490  0.196
H5 0.0835 -1.3529 0.8713  0.187
H6 -2.4423 -1.4309 0.8319  0.195
H7 -2.5233 0.1714 -0.1738  0.205
H8 -1.9290 0.1460 1.4217  0.208
H9 0.6541 0.7841 1.6315  0.303
H10 1.5745 1.5810 0.6302  0.396

(3)
Below is a molecular structure, C12H9F9I2IrO5SSc in a non-equilibrium geometry, with properties calculated with ωB97M-V/def2-TZVPD.

Computed properties:
- spin multiplicity = 5
- charge = +4
- frontier orbital gap (alpha / beta) (eV) = 6.25 / 2.86
- energy above the lowest of the compared OMol25 structures with the same formula, charge and spin (kcal per mole) = 51.0

Each line ends with the natural charge from an NBO analysis.
Positions of all 40 atoms, in Å:
I1 0.4241 0.5265 -0.0783  -0.061
I2 -1.3083 -2.1261 -2.6377  0.484
Ir1 2.5665 -1.1328 0.3701  0.354
Sc1 -2.1198 -0.8652 -0.4857  1.518
S1 3.0217 0.0630 -1.6820  0.352
C1 2.8564 -0.7007 2.2200  0.488
C2 -1.7002 -1.7846 1.4960  0.414
C3 4.1403 1.4219 -1.2193  -0.143
C4 5.0916 1.4963 -2.4115  -0.641
C5 4.8844 1.1561 0.0796  -0.639
C6 3.2893 2.6788 -1.1072  -0.629
C7 1.3535 -2.5798 0.7243  0.526
C8 3.9751 -2.2920 -0.2494  0.585
O1 -1.3344 -1.8394 2.5946  -0.234
O2 2.9635 -0.4315 3.3410  -0.269
O3 0.6004 -3.4560 0.8728  -0.371
O4 4.7056 -3.0080 -0.7965  -0.258
H1 5.9000 2.2134 -2.2279  0.294
H2 4.5401 1.8121 -3.3018  0.246
H3 5.5350 0.5136 -2.6032  0.237
H4 5.7596 1.8151 0.1653  0.298
H5 5.2417 0.1213 0.1176  0.208
H6 4.2232 1.3272 0.9361  0.207
H7 3.9362 3.5348 -0.8758  0.296
H8 2.5540 2.5738 -0.3014  0.190
H9 2.7763 2.8696 -2.0540  0.242
F1 -5.9216 -2.5913 0.3341  -0.237
C9 -5.5832 -1.6326 1.2283  0.982
F2 -6.6646 -1.3271 1.9804  -0.199
F3 -4.6219 -2.1762 2.0346  -0.263
C10 -4.9975 -0.4030 0.4690  0.066
O5 -3.9733 -0.9411 -0.2994  -0.587
C11 -5.9934 0.1883 -0.5755  0.991
F4 -7.1300 0.6503 0.0014  -0.169
F5 -5.3821 1.2028 -1.2445  -0.224
F6 -6.3063 -0.7683 -1.4787  -0.211
C12 -4.4703 0.7127 1.4428  0.953
F7 -5.4720 1.3785 2.0556  -0.226
F8 -3.6434 0.1772 2.4023  -0.285
F9 -3.7162 1.6222 0.7640  -0.286

(4)
Below is a molecular structure, C47H40BrF4N5O2PZr in a non-equilibrium geometry, with properties calculated with ωB97M-V/def2-TZVPD.

Computed properties:
- charge = +3
- frontier orbital gap (eV) = 6.37

Each line ends with the Mulliken charge.
Positions of all 101 atoms, in Å:
Zr1 -0.0186 0.3570 -0.6161  -0.200
C1 -1.9833 -2.0418 -1.0971  -0.969
N1 -1.8496 -0.8544 -0.2015  1.147
C2 -3.0535 0.0151 -0.3800  -1.503
C3 -1.8234 -1.2504 1.2327  -0.119
C4 -2.7773 -2.1063 1.7481  -0.588
C5 -2.8276 -2.3375 3.1125  -1.178
C6 -1.9553 -1.6583 3.9525  -1.011
C7 -1.0040 -0.7941 3.4365  -0.289
C8 -0.8934 -0.6140 2.0617  -0.337
N2 0.0619 0.1814 1.3951  1.659
C9 1.0379 1.0172 1.9986  0.003
C10 1.7865 0.7764 3.1416  -0.371
C11 2.7848 1.6647 3.5184  -1.319
C12 3.0445 2.8009 2.7716  -1.187
C13 2.2774 3.0752 1.6485  -0.174
C14 1.2975 2.1842 1.2635  -0.208
N3 0.3423 2.4333 0.1698  2.317
C15 0.8741 3.3706 -0.8565  -1.012
C16 -0.8611 3.0305 0.8491  -1.006
H1 -2.9414 -2.5353 -0.9494  0.528
H2 -1.1985 -2.7544 -0.8716  0.054
H3 -1.9184 -1.7412 -2.1405  0.258
H4 -3.9351 -0.4862 0.0140  0.504
H5 -3.2131 0.2118 -1.4288  0.393
H6 -2.9318 0.9452 0.1770  0.471
H7 -3.5105 -2.5857 1.1082  0.500
H8 -3.5710 -3.0104 3.5192  0.508
H9 -2.0222 -1.7959 5.0245  0.498
H10 -0.3644 -0.2464 4.1125  0.629
H11 1.6104 -0.1065 3.7328  0.697
H12 3.3590 1.4664 4.4161  0.498
H13 3.8291 3.4853 3.0686  0.518
H14 2.4546 3.9895 1.0953  0.502
H15 0.8870 4.3918 -0.4778  0.578
H16 0.2264 3.3431 -1.7237  0.002
H17 1.8858 3.0886 -1.1421  0.099
H18 -0.5604 3.9562 1.3391  0.510
H19 -1.2359 2.3490 1.6057  0.206
H20 -1.6406 3.2635 0.1313  0.042
O1 -7.6749 5.1772 -0.3842  -0.438
C17 -6.4225 5.0647 0.0555  0.303
O2 -6.0720 5.4921 1.1148  -0.485
C18 -5.4110 4.3278 -0.7908  0.058
C19 -5.5846 3.0036 -1.1568  -0.847
C20 -4.5154 2.2654 -1.6504  -0.372
C21 -3.2635 2.8533 -1.7702  -0.175
C22 -3.1137 4.2161 -1.5019  -0.218
C23 -4.1789 4.9448 -1.0154  -0.890
N4 -2.0905 2.1169 -2.1134  0.283
C24 -2.0779 1.4636 -3.1934  -0.143
C25 -0.8205 0.8897 -3.6986  0.219
C26 -0.7426 0.6353 -5.0553  -0.867
C27 0.4996 0.4768 -5.6602  -0.762
C28 1.6281 0.5800 -4.8728  -0.811
C29 1.4685 0.7210 -3.5078  -0.328
N5 0.2780 0.8568 -2.8905  0.762
H21 -7.7990 4.8686 -1.2891  0.378
H22 -6.5500 2.5248 -1.0344  0.482
H23 -4.6576 1.2177 -1.8955  0.663
H24 -2.1675 4.7090 -1.6928  0.529
H25 -4.0592 5.9973 -0.7907  0.477
H26 -2.9452 1.4070 -3.8545  0.504
H27 -1.6528 0.6125 -5.6420  0.560
H28 0.5768 0.3022 -6.7268  0.505
H29 2.6211 0.5292 -5.2992  0.538
H30 2.3440 0.7231 -2.8714  0.306
F1 3.6132 -6.6384 -2.9857  -0.236
C30 3.1775 -5.6228 -2.2846  0.570
C31 3.5290 -5.4810 -0.9553  0.380
F2 4.3097 -6.3680 -0.3804  -0.250
C32 3.0661 -4.4004 -0.2227  -0.320
F3 3.4579 -4.3457 1.0496  -0.388
C33 2.2544 -3.4120 -0.7769  0.493
P1 1.6260 -1.9523 0.1792  1.364
C34 3.1523 -0.9518 0.2935  0.800
C35 4.3515 -1.3771 0.8610  -0.498
C36 5.4548 -0.5351 0.8648  -1.044
C37 5.3760 0.7370 0.3123  -0.869
C38 4.1924 1.1730 -0.2596  -0.672
C39 3.1049 0.3204 -0.2704  0.477
C40 1.3386 -2.7302 1.7951  0.983
C41 0.3345 -3.7005 1.8269  -0.558
C42 0.0840 -4.4095 2.9898  -0.949
C43 0.8267 -4.1424 4.1337  -0.827
C44 1.8200 -3.1739 4.1070  -0.965
C45 2.0796 -2.4668 2.9411  -0.724
C46 1.9223 -3.5956 -2.1195  0.077
Br1 0.8557 -2.3280 -3.0127  0.071
C47 2.3623 -4.6678 -2.8681  0.182
F4 2.0209 -4.7867 -4.1414  -0.298
H31 4.4406 -2.3598 1.2998  0.593
H32 6.3856 -0.8852 1.2917  0.485
H33 6.2433 1.3853 0.3179  0.517
H34 4.1405 2.1608 -0.7028  0.525
H35 2.1681 0.6330 -0.7433  -0.458
H36 -0.2323 -3.9258 0.9287  0.245
H37 -0.6773 -5.1798 3.0038  0.569
H38 0.6390 -4.7023 5.0416  0.462
H39 2.4141 -2.9811 4.9920  0.526
H40 2.8828 -1.7443 2.9228  0.854

(5)
Below is a single C2H5NOS2 molecule in a non-equilibrium geometry, with properties calculated with ωB97M-V/def2-TZVPD.

Computed properties:
- charge = 0
- frontier orbital gap (eV) = 8.81
- energy above the lowest of the compared OMol25 structures with the same formula, charge and spin (kcal per mole) = 24.6

Each line ends with the natural charge from an NBO analysis.
Positions of all 11 atoms, in Å:
C1 0.4180 -1.9438 0.6929  -0.275
C2 -0.3831 0.2693 0.4650  0.387
H1 1.3829 -1.4880 1.0325  0.193
H2 0.5428 -2.4364 -0.2742  0.193
H3 0.0668 -2.7308 1.3727  0.206
H4 0.8470 1.5998 -0.3637  0.423
H5 2.1625 -0.6305 -1.4330  0.111
N1 0.6878 0.5978 -0.3356  -0.777
O1 -0.6552 -1.0264 0.6522  -0.494
S1 -1.2728 1.4498 1.2237  -0.157
S2 0.9738 -0.2148 -1.8580  0.191